1.
C8H11FN2O3S | the ωB97M-V functional and the def2-TZVPD basis

For the energy, the calculation gives -1144.55978 Eh. The value obtained for the frontier orbital gap is 8.652 eV. The net charge is 0. The energy above the lowest of the compared OMol25 structures with the same formula, charge and spin comes out at 93.8 kcal per mole. The lowest unoccupied orbital energy is -0.78 eV. Its HOMO energy is -9.4 eV. Its spin multiplicity is 1. Its SMILES is NS(=O)(=O)C1=C(F)N=CC[C@@H]1OC1CC1.

Each line ends with the natural charge from an NBO analysis.
Cartesian coordinates (Å):
S (-0.796, -2.143, -0.841)  2.2768
F (-2.026, -2.495, 1.966)  -0.2773
O (0.066, -1.828, -1.949)  -0.9402
O (-0.035, 1.114, 0.143)  -0.5301
O (-0.914, -3.526, -0.422)  -0.9007
N (-2.385, -1.512, -1.168)  -1.0314
N (-0.765, -0.944, 3.048)  -0.4664
C (1.265, -0.052, 1.935)  -0.5229
C (-0.340, -1.226, 0.575)  -0.4877
C (-1.028, -1.639, 1.861)  0.6303
C (1.092, 1.445, -2.172)  -0.4566
C (0.675, -0.092, 0.505)  0.0407
C (0.321, -0.319, 3.129)  0.2078
C (0.743, 1.884, -0.794)  0.0626
C (0.095, 2.578, -1.950)  -0.4364
H (-2.505, -0.585, -1.593)  0.4007
H (-2.721, -1.397, -0.207)  0.3744
H (1.459, 2.480, -0.311)  0.1820
H (-0.955, 2.231, -2.259)  0.2200
H (0.683, 0.552, -2.635)  0.2587
H (2.088, 1.746, -2.350)  0.2173
H (0.121, 3.758, -2.178)  0.2289
H (1.349, -0.298, -0.386)  0.2479
H (0.523, 0.282, 3.994)  0.1921
H (1.916, 0.919, 2.055)  0.2483
H (2.073, -0.931, 2.004)  0.2614

=====

2.
C8H11IN3 | the ωB97M-V functional and the def2-TZVPD basis

For the energy, the calculation gives -772.99629 Eh. The value obtained for the frontier orbital gap (alpha / beta) is 6.542 / 7.591 eV. The net charge is +1. The energy above the lowest of the compared OMol25 structures with the same formula, charge and spin comes out at 75.0 kcal per mole. The lowest unoccupied orbital energy (alpha / beta) is -4.70 / -4.36 eV. Its HOMO energy (alpha / beta) is -11.2 / -12.0 eV. Its spin multiplicity is 1. Its SMILES is Cc1nc2c([nH]1)C[N@@H+](C)C(I)=C2.

Each line ends with the natural charge from an NBO analysis.
Cartesian coordinates (Å):
I (0.597, -4.677, 1.026)  0.3200
N (-0.954, -2.116, 0.521)  -0.4593
N (2.085, 0.641, 0.043)  -0.4281
N (0.036, 1.424, 0.108)  -0.5059
C (1.634, -1.622, 0.776)  -0.0536
C (-1.258, -0.643, 0.995)  -0.2091
C (1.265, -0.330, 0.521)  -0.0302
C (-0.905, -2.251, -0.940)  -0.4295
C (1.361, 1.714, -0.076)  0.4126
C (1.804, 3.094, -0.305)  -0.6496
C (0.210, -2.674, 1.162)  -0.1705
C (-0.029, 0.179, 0.631)  0.1304
H (2.629, -1.903, 1.060)  0.2461
H (-0.673, 2.107, 0.027)  0.4267
H (2.530, 2.996, -1.094)  0.2638
H (0.820, 3.575, -0.558)  0.2134
H (2.224, 3.471, 0.669)  0.2601
H (-1.705, -1.686, -1.384)  0.2305
H (-1.286, -0.642, 2.024)  0.2449
H (-2.154, -0.272, 0.734)  0.2368
H (-1.210, -3.348, -1.245)  0.2456
H (-1.820, -2.728, 0.778)  0.4627
H (0.045, -2.112, -1.299)  0.2422

=====

3.
C8H11N | the ωB97M-V functional and the def2-TZVPD basis

For the energy, the calculation gives -366.05623 Eh. The value obtained for the frontier orbital gap is 9.750 eV. The net charge is 0. The energy above the lowest of the compared OMol25 structures with the same formula, charge and spin comes out at 51.3 kcal per mole. The lowest unoccupied orbital energy is 1.04 eV. Its HOMO energy is -8.7 eV. Its spin multiplicity is 1.

Each line ends with the natural charge from an NBO analysis.
Cartesian coordinates (Å):
N (2.012, -0.149, -0.441)  -0.6060
C (-2.071, 0.479, -0.166)  -0.4307
C (-1.331, -0.827, 0.277)  -0.2144
C (0.007, -0.326, 0.997)  -0.2729
C (1.672, 1.166, 0.059)  -0.2642
C (-0.256, -1.554, -0.625)  -0.4020
C (0.114, 1.024, 0.360)  -0.0069
C (-0.890, 1.572, -0.280)  -0.1815
C (0.968, -1.079, 0.152)  -0.0820
H (2.187, 1.610, 0.879)  0.1822
H (1.610, -1.889, 0.468)  0.2014
H (2.981, -0.350, 0.035)  0.3568
H (1.961, 1.856, -0.793)  0.1929
H (-0.158, -1.133, -1.725)  0.2146
H (-0.804, 2.627, -0.787)  0.2329
H (-0.007, -0.423, 2.049)  0.2218
H (-2.642, 0.595, -1.063)  0.2150
H (-2.823, 0.892, 0.512)  0.2084
H (-0.509, -2.593, -0.720)  0.2228
H (-2.020, -1.498, 0.814)  0.2119

=====

4.
C8H11N2 | the ωB97M-V functional and the def2-TZVPD basis

For the energy, the calculation gives -420.55465 Eh. The value obtained for the frontier orbital gap is 8.100 eV. The net charge is +1. The energy above the lowest of the compared OMol25 structures with the same formula, charge and spin comes out at 91.2 kcal per mole. The lowest unoccupied orbital energy is -4.32 eV. Its HOMO energy is -12.4 eV. Its spin multiplicity is 1. Its SMILES is CC1=[N+](C)[C@H]1n1cccc1.

Each line ends with the natural charge from an NBO analysis.
Cartesian coordinates (Å):
N (1.409, -0.677, -0.034)  -0.2276
N (-1.034, -0.156, -0.699)  -0.4067
C (-3.266, -0.120, -0.371)  -0.2606
C (1.600, 0.509, -0.447)  0.4541
C (-1.308, 0.610, 0.449)  -0.0866
C (-2.617, 0.642, 0.642)  -0.2452
C (-2.328, -0.564, -1.228)  -0.0284
C (2.360, 1.590, -0.014)  -0.7526
C (0.351, -0.284, -1.035)  0.1890
C (1.690, -1.647, 0.925)  -0.4497
H (-3.230, 1.175, 1.315)  0.2428
H (3.322, 1.264, 0.412)  0.2878
H (-0.590, 1.390, 0.692)  0.2020
H (2.612, -2.118, 0.676)  0.2571
H (1.989, 1.950, 0.925)  0.3007
H (2.608, 2.360, -0.736)  0.2909
H (0.990, -2.456, 1.061)  0.2673
H (0.380, -0.840, -1.934)  0.2253
H (1.735, -0.976, 1.876)  0.2416
H (-4.367, -0.444, -0.345)  0.2623
H (-2.305, -1.209, -2.128)  0.2365

=====

5.
C8H11N2O | the ωB97M-V functional and the def2-TZVPD basis

For the energy, the calculation gives -495.61068 Eh. The value obtained for the frontier orbital gap (alpha / beta) is 9.530 / 6.245 eV. Its expectation value of S² is 2.022. The net charge is +1. The energy above the lowest of the compared OMol25 structures with the same formula, charge and spin comes out at 88.4 kcal per mole. The lowest unoccupied orbital energy (alpha / beta) is -4.51 / -9.35 eV. Its HOMO energy (alpha / beta) is -14.0 / -15.6 eV. Its spin multiplicity is 3.

Each line ends with the Mulliken spin population.
Cartesian coordinates (Å):
O (-1.129, 1.602, -2.325)  1.0263
N (-0.581, 1.270, -1.342)  0.4128
N (-2.475, 1.851, 1.650)  0.0012
C (-1.872, 1.284, 0.893)  0.0981
C (0.974, 0.224, 0.888)  0.0040
C (-0.611, -1.701, 0.997)  0.0207
C (-1.072, 0.116, -0.513)  0.0207
C (0.795, -1.345, -1.053)  -0.0037
C (0.534, 1.912, -0.861)  0.0750
C (1.252, 1.398, 0.136)  0.2514
C (-0.023, -0.663, 0.063)  0.0372
H (1.518, -2.031, -0.469)  -0.0021
H (0.056, -2.014, -1.600)  0.0017
H (0.436, 0.676, 1.767)  0.0381
H (0.094, -2.642, 1.053)  0.0017
H (1.449, -0.655, -1.621)  0.0018
H (0.873, 2.886, -1.132)  0.0090
H (1.947, -0.254, 1.189)  0.0076
H (-1.889, -0.434, -0.869)  -0.0040
H (-1.542, -2.229, 0.632)  0.0004
H (2.116, 2.131, 0.487)  0.0007
H (-0.850, -1.382, 2.028)  0.0017

=====

6.
C8H11N2O2 | the ωB97M-V functional and the def2-TZVPD basis

For the energy, the calculation gives -570.95969 Eh. The value obtained for the frontier orbital gap (alpha / beta) is 7.989 / 6.924 eV. Its expectation value of S² is 2.027. The net charge is +1. The energy above the lowest of the compared OMol25 structures with the same formula, charge and spin comes out at 38.9 kcal per mole. The lowest unoccupied orbital energy (alpha / beta) is -3.38 / -7.43 eV. Its HOMO energy (alpha / beta) is -11.4 / -14.4 eV. Its spin multiplicity is 3.

Each line ends with the Mulliken spin population.
Cartesian coordinates (Å):
O (-2.535, 0.856, 0.455)  0.0224
O (-3.843, -0.865, 0.166)  0.0836
N (-0.359, 0.382, -0.333)  0.5905
N (0.810, -0.154, -0.109)  0.2985
C (2.034, -2.309, 0.057)  0.0010
C (-1.424, -1.070, -0.204)  0.3808
C (-1.395, 2.783, -0.413)  0.0378
C (2.026, 0.644, 0.056)  -0.0090
C (-2.747, -0.410, 0.115)  0.0029
C (-1.111, 1.440, 0.347)  0.0061
C (0.771, -1.512, -0.088)  0.5399
C (-0.553, -2.052, -0.212)  -0.0486
H (2.839, -1.689, 0.446)  0.0012
H (-1.806, 2.479, -1.409)  -0.0039
H (2.171, -2.710, -0.920)  0.0334
H (2.793, -0.017, -0.359)  0.0083
H (2.249, 0.836, 1.091)  0.0206
H (-0.364, 3.206, -0.526)  -0.0022
H (2.064, 1.514, -0.568)  -0.0072
H (1.817, -3.077, 0.821)  0.0209
H (-0.744, 1.540, 1.492)  0.0180
H (-1.991, 3.352, 0.290)  -0.0003
H (-0.702, -3.170, -0.194)  0.0051